Here is the molecule C22H31N5O4 from OMol25. Energies are from ωB97M-V/def2-TZVPD.

Geometry as XYZ:
```
62
Properties=species:S:1:pos:R:3:forces:R:3
C -1.3513 -4.2829 -0.0840 0.127 0.238 0.131
C -0.6919 -2.9636 0.3188 -0.326 -0.351 0.137
N -0.2709 -2.1964 -0.8389 0.349 -0.038 0.042
C 0.9849 -2.5775 -1.4630 0.292 0.305 -0.270
C 2.1038 -1.5615 -1.1894 -0.329 -0.296 -0.571
N 2.4997 -1.5410 0.1893 -0.118 0.243 0.466
C 1.8532 -0.9696 1.2243 0.084 -0.023 0.182
C 2.5917 -1.2331 2.3541 -0.136 0.034 -0.020
C 3.6806 -1.9824 1.8900 -0.192 0.079 0.009
N 3.6076 -2.1610 0.5844 0.640 -0.459 -0.392
C -1.0160 -1.2744 -1.4876 -0.371 -0.014 0.153
O -0.6169 -0.7508 -2.5164 0.042 0.187 -0.348
C -2.3651 -0.9000 -0.8992 0.039 -0.008 0.025
C -2.2362 0.1206 0.2614 -0.004 -0.265 -0.094
C -3.1893 -0.3049 1.3812 0.174 -0.006 0.067
O -3.0255 -1.3534 1.9810 0.116 -0.240 0.086
N -4.2327 0.4979 1.6553 -0.426 0.152 0.223
C -4.5319 1.7640 1.0259 0.146 0.319 -0.321
C -3.8111 1.8238 -0.3254 -0.266 0.049 0.227
N -2.4129 1.4798 -0.2136 0.102 0.121 -0.090
C -1.6194 2.4524 0.5221 -0.002 0.026 0.024
C -0.1489 2.2791 0.2386 0.274 0.026 0.245
C 0.2669 2.0894 -1.0752 0.082 -0.063 -0.346
C 1.6183 1.9462 -1.3507 -0.082 0.120 0.126
O 2.1415 1.7574 -2.5907 0.177 0.013 0.429
C 1.2506 1.6419 -3.6822 -0.231 -0.083 -0.232
C 2.5551 1.9884 -0.3131 0.206 0.014 0.065
C 2.1376 2.1766 0.9924 -0.040 0.087 -0.113
O 2.9628 2.2213 2.0724 -0.444 0.060 -0.098
C 4.3354 1.9820 1.8748 0.275 -0.081 -0.062
C 0.7740 2.3251 1.2643 -0.028 0.031 0.049
H -1.6637 -4.8184 0.8078 -0.053 -0.130 0.078
H -0.6624 -4.9108 -0.6447 0.049 -0.086 -0.059
H -2.2267 -4.1010 -0.7028 -0.117 0.004 -0.062
H 0.1944 -3.1689 0.9247 -0.067 0.110 0.003
H -1.3823 -2.3847 0.9325 0.130 -0.007 -0.010
H 1.2801 -3.5603 -1.0950 -0.034 0.011 0.000
H 0.8340 -2.6222 -2.5457 0.071 -0.083 0.118
H 1.7612 -0.5693 -1.4858 0.080 -0.095 0.013
H 2.9856 -1.8328 -1.7725 -0.055 0.105 0.078
H 0.9466 -0.4188 1.0849 -0.187 0.156 -0.076
H 2.3839 -0.9261 3.3580 -0.087 0.103 0.193
H 4.5016 -2.3892 2.4466 0.182 -0.102 0.074
H -2.8961 -1.7873 -0.5573 0.009 -0.030 0.000
H -2.9319 -0.4368 -1.7072 0.058 -0.072 0.041
H -1.2252 0.0462 0.6761 -0.156 -0.043 0.059
H -4.8244 0.1968 2.4181 0.170 -0.095 -0.068
H -4.2052 2.5925 1.6682 -0.085 -0.031 -0.097
H -5.6134 1.8486 0.8864 0.093 0.031 -0.002
H -4.2818 1.1138 -1.0104 -0.059 0.060 -0.022
H -3.9010 2.8239 -0.7532 -0.043 -0.053 -0.012
H -1.9251 3.4464 0.1790 -0.045 -0.032 0.089
H -1.7869 2.4030 1.6107 0.018 0.080 -0.036
H -0.4793 2.0334 -1.8484 -0.061 -0.064 -0.151
H 1.8782 1.4378 -4.5480 -0.060 0.040 0.016
H 0.7024 2.5750 -3.8440 0.021 -0.003 0.009
H 0.5460 0.8197 -3.5346 0.051 0.090 -0.009
H 3.5924 1.8637 -0.5752 0.153 -0.036 0.010
H 4.5101 0.9908 1.4447 -0.027 0.018 0.005
H 4.7878 2.0297 2.8640 0.018 -0.010 -0.085
H 4.7880 2.7441 1.2326 -0.023 -0.017 0.015
H 0.4695 2.4678 2.2893 -0.076 0.002 0.159
```
Forces are in eV/Å.

## Properties
- DFT total energy: -38957.8753 eV
- SMILES string: CCN(CCn1cccn1)C(=O)C[C@@H]1C(=O)NCCN1Cc1cc(OC)cc(OC)c1
- Kohn-Sham gap: 8.80 eV

=====

Here is the molecule C22H31N7 from OMol25. Energies are from ωB97M-V/def2-TZVPD.

Geometry as XYZ:
```
60
Properties=species:S:1:pos:R:3:forces:R:3
C 2.5104 0.4691 -2.5202 -0.017 -0.026 -0.032
C 1.5475 0.0187 -1.6837 -0.005 0.001 0.006
C 1.5630 0.4629 -0.3118 0.118 0.003 -0.008
N 0.8020 0.1919 0.6734 -0.094 0.059 -0.015
C -0.3080 -0.6930 0.4178 0.005 -0.066 0.009
C 0.0344 -2.2016 0.4922 0.016 0.016 0.011
N -0.4646 -2.2304 1.8775 -0.015 0.006 -0.025
C -1.2642 -3.3698 2.2723 0.032 -0.001 0.028
C -0.4228 -4.6415 2.2547 -0.006 0.020 -0.005
C -1.2362 -5.8535 2.7010 -0.011 0.008 0.009
C -1.8430 -5.6294 4.0842 0.000 0.010 -0.011
C -2.6784 -4.3515 4.1129 0.007 -0.010 -0.008
C -1.8574 -3.1474 3.6593 0.008 0.005 -0.018
C -1.1626 -0.9479 1.6691 0.032 -0.010 0.032
N 2.6342 1.3332 -0.0351 -0.043 -0.025 0.034
C 3.5450 1.7401 -0.9535 -0.005 -0.053 -0.018
N 4.5182 2.6064 -0.5597 -0.044 0.023 0.043
C 4.6759 3.1464 0.7775 0.022 -0.011 -0.004
C 5.8542 2.4862 1.4787 -0.011 0.023 -0.014
N 6.9930 2.5700 0.5918 -0.001 0.024 -0.028
N 8.2475 2.3660 1.0517 -0.038 -0.029 0.030
C 8.9771 2.3897 -0.0451 0.054 -0.004 -0.017
C 8.2229 2.5941 -1.2069 -0.017 0.010 0.005
C 6.9285 2.7021 -0.7640 0.014 -0.015 -0.007
C 5.6186 2.9340 -1.4553 -0.002 -0.025 0.027
C 9.0982 2.6434 -2.4215 -0.011 -0.016 -0.021
C 10.4249 2.0443 -1.8725 -0.001 0.002 -0.005
C 10.4404 2.2776 -0.3390 -0.004 0.027 0.013
N 3.5143 1.3334 -2.1977 0.014 0.021 -0.014
H 2.5218 0.1370 -3.5524 0.000 0.001 0.003
H 0.7944 -0.6762 -2.0198 0.001 0.004 -0.005
H -0.8758 -0.3982 -0.4690 0.005 0.039 0.007
H -0.5812 -2.8017 -0.1943 -0.003 0.000 -0.007
H 1.0865 -2.4647 0.3681 -0.008 -0.019 -0.001
H -2.1034 -3.5028 1.5570 -0.023 -0.014 -0.008
H -0.0140 -4.8044 1.2541 0.003 -0.004 -0.001
H 0.4278 -4.4910 2.9278 0.004 -0.005 -0.002
H -2.0418 -6.0344 1.9807 0.000 0.000 -0.001
H -0.6093 -6.7476 2.6999 0.004 -0.002 0.000
H -2.4511 -6.4883 4.3768 0.000 -0.002 0.001
H -1.0359 -5.5465 4.8204 0.002 0.000 0.002
H -3.5417 -4.4722 3.4491 -0.001 0.000 0.000
H -3.0764 -4.1786 5.1149 0.000 0.002 0.004
H -1.0296 -2.9729 4.3548 -0.003 0.002 0.006
H -2.4724 -2.2438 3.6612 -0.002 0.001 0.003
H -1.0503 -0.2207 2.4736 -0.015 -0.009 0.004
H -2.2262 -1.0811 1.4262 -0.006 0.002 -0.007
H 2.6800 1.6010 0.9343 0.027 0.014 -0.010
H 4.8633 4.2204 0.6842 0.009 0.002 -0.002
H 3.7709 3.0427 1.3688 -0.008 0.015 0.004
H 6.0981 3.0004 2.4074 0.006 -0.005 0.003
H 5.6311 1.4403 1.7065 0.000 -0.004 0.002
H 5.5345 2.3138 -2.3425 0.005 0.009 -0.002
H 5.5331 3.9804 -1.7690 0.008 0.010 -0.002
H 8.7199 2.0700 -3.2687 -0.002 0.007 0.000
H 9.2444 3.6708 -2.7667 -0.002 0.006 0.010
H 10.4236 0.9697 -2.0628 0.002 0.000 0.003
H 11.3013 2.4629 -2.3657 0.003 -0.009 -0.004
H 10.9526 3.2091 -0.0837 0.003 -0.005 0.000
H 10.9360 1.4718 0.2007 -0.004 -0.002 0.003
```
Forces are in eV/Å.

## Properties
- DFT total energy: -33747.2564 eV
- SMILES string: c1c/c(=N\C2CN(C3CCCCC3)C2)[nH]c(N2CCn3nc4c(c3C2)CCC4)n1
- Kohn-Sham gap: 8.51 eV

=====

Here is a cluster of 3 separate species, C22H32BClO11P2S in total from OMol25. Energies are from ωB97M-V/def2-TZVPD.

Geometry as XYZ:
```
70
Properties=species:S:1:pos:R:3:forces:R:3
C 7.4408 0.6880 -0.2302 0.654 -0.037 -0.283
C 6.4214 1.9319 -0.5735 0.413 0.215 -0.636
C 5.1899 1.5221 -1.6071 0.452 -0.259 0.575
C 3.7809 2.3421 -1.2466 -0.042 -1.677 0.620
C 3.1155 1.5005 0.0278 0.145 0.154 -0.601
C 1.7007 2.1351 0.5672 -3.022 0.441 1.248
C 1.3163 3.7469 0.5354 -2.734 -3.207 1.389
C -0.1868 4.2233 1.0806 0.876 -3.600 0.181
B -0.6079 5.8331 1.0098 -0.608 2.623 0.091
O -0.3649 6.8032 2.1304 0.442 -1.097 -4.395
O -1.2279 6.4496 -0.2162 0.188 -2.921 2.929
C -2.3481 5.6241 -0.7013 -1.123 -0.038 -2.107
C -1.3138 3.1369 1.6699 3.995 -2.945 -0.983
P -3.0224 3.8184 2.2546 -0.639 0.368 -0.414
O -4.3306 2.7420 1.8216 3.102 -0.359 -0.776
Cl -2.9667 3.9242 4.4063 0.101 -0.816 -1.441
C -0.9317 1.5325 1.7006 2.452 1.948 -1.354
C 0.5731 1.0580 1.1453 -1.142 2.153 -0.015
C 0.8370 -0.5932 1.1792 3.277 -0.973 1.366
O 2.0086 -1.1604 1.4817 -7.166 3.331 -2.173
C -0.5255 -1.5052 0.8481 -2.524 2.393 1.923
P -0.2173 -3.0826 -0.2096 -0.677 0.533 -0.073
S -1.7207 -4.3160 -0.2745 0.159 0.229 0.166
C -1.8908 -1.0806 1.3584 4.120 -0.249 -1.115
C -1.9912 0.3482 2.2222 -2.390 0.583 3.667
O -2.8302 0.5176 3.2682 5.390 -1.115 -7.072
H 6.9789 -0.1591 0.4333 0.609 1.711 -1.297
H 8.4165 1.0696 0.3413 -2.219 -0.696 -1.263
H 7.8220 0.1823 -1.2399 -0.890 1.119 2.146
H 7.0623 2.7491 -1.1507 -1.334 -1.559 1.484
H 5.9949 2.4075 0.4173 0.864 -0.964 -1.985
H 5.5404 1.6947 -2.7166 -0.789 -0.193 2.222
H 5.0619 0.3425 -1.4834 -0.170 2.547 -0.310
H 3.0194 2.2239 -2.1389 1.605 0.642 1.750
H 3.9677 3.4492 -0.9132 -0.239 -2.099 -0.981
H 3.9253 1.4101 0.8856 -1.899 0.341 -1.545
H 2.9683 0.3951 -0.3821 -0.035 2.402 1.111
H 2.1204 4.5153 0.1037 -2.178 -1.821 1.125
H -0.2172 7.6841 1.6348 -0.723 -1.758 1.290
H -2.0230 4.5212 -0.9997 -0.591 2.247 0.950
H -2.7010 6.1218 -1.7276 0.807 -1.009 2.297
H -3.2937 5.6291 0.0153 2.261 -0.046 -1.312
H -4.0268 2.0698 1.1171 -0.622 1.370 1.712
H 0.0429 -2.6055 -1.5743 0.270 0.008 1.387
H 1.0240 -3.6534 0.2541 -0.607 0.746 -0.211
H -2.8557 -1.7185 1.1357 2.196 1.330 0.632
C -0.3949 -0.5392 -7.7792 0.369 -0.040 -0.403
O -1.4147 -0.3948 -6.7926 -0.025 -0.526 0.988
C -1.2242 -1.1459 -5.6787 0.332 -0.269 0.022
O -0.2856 -1.8996 -5.4738 -1.327 1.096 -0.253
O -2.2589 -0.9133 -4.8322 0.752 -0.023 -0.753
C -2.1911 -1.6423 -3.6082 -0.079 -0.319 0.399
H -0.6492 0.1058 -8.6249 -0.199 -0.053 0.337
H 0.5742 -0.2202 -7.3822 -0.154 -0.220 -0.019
H -0.3471 -1.5728 -8.1367 0.103 0.162 0.194
H -1.2938 -1.3675 -3.0444 -0.057 -0.125 -0.180
H -2.2151 -2.7201 -3.7989 0.170 0.200 0.065
H -3.0673 -1.3795 -3.0093 0.100 0.110 -0.341
C -2.7242 -7.8519 5.7556 0.054 -0.492 0.084
O -2.8494 -6.4418 5.5810 -0.343 0.459 -0.844
C -3.3328 -6.0701 4.3689 -0.139 -0.247 -0.436
O -3.6522 -6.8233 3.4624 0.457 1.083 1.346
O -3.3995 -4.7151 4.3399 0.129 -1.054 0.260
C -3.8946 -4.1779 3.1150 -0.154 0.171 -0.492
H -2.3292 -8.0345 6.7588 -0.079 0.345 -0.167
H -3.7015 -8.3389 5.6765 0.208 0.073 -0.157
H -2.0217 -8.2702 5.0275 -0.264 0.054 0.024
H -4.9187 -4.5180 2.9303 0.235 -0.068 -0.037
H -3.2389 -4.4493 2.2814 -0.202 -0.095 0.122
H -3.9050 -3.0881 3.2036 0.098 -0.217 0.318
```
Forces are in eV/Å.

## Properties
- DFT total energy: -88454.0326 eV
- SMILES string: CCCCCc1cc(B(O)OC)c(P(O)Cl)c2c1C(=O)C([PH2]=S)=CC2=O.COC(=O)OC.COC(=O)OC
- Kohn-Sham gap: 6.75 eV

=====

In order of appearance, lowest unoccupied orbital energy = 0.60; 0.63; -2.46 eV.